1.
ORCA calculation (wB97M-V/def2-TZVPD) on one molecule with the formula C4H3N3O at a distorted geometry.

The total energy comes out at -393.610961 hartree. Its orbital gap is 9.12 eV. Its spin multiplicity is 1. The calculation puts the energy above the lowest of the compared OMol25 structures with the same formula, charge and spin at 2.951 eV. As for the SMILES: O=c1cccnnn1. As for the highest occupied orbital energy: -0.36270 Eh. The total charge is 0.

```
11
C4H3N3O wB97M-V/def2-TZVPD
O -0.63101 -1.78294 -1.11554
C -0.14947 -0.72370 -0.86691
C 1.28901 -0.40359 -0.57311
C 1.58372 0.11297 0.62105
C 0.52626 0.42442 1.52587
N -0.72219 0.83482 1.31091
N -1.15467 1.19004 0.03637
N -0.96272 0.47629 -0.97970
H 2.01633 -0.56194 -1.31230
H 2.62016 0.37712 0.85218
H 0.79145 0.47972 2.56994
```


2.
ORCA calculation (wB97M-V/def2-TZVPD) on C23H17IrN4O8SSe as an isolated structure.

The total energy comes out at -4611.504091 hartree. Its orbital gap (alpha / beta) is 5.38 / 5.26 eV. Its spin multiplicity is 6. The calculation puts the energy above the lowest of the compared OMol25 structures with the same formula, charge and spin at 0.000 eV. The expectation value of S² is 8.802. As for the highest occupied orbital energy (alpha / beta): -0.14123 / -0.21510 Eh. The total charge is -1.

```
55
C23H17IrN4O8SSe wB97M-V/def2-TZVPD
Ir 0.01875 0.13286 0.12146
O 4.65000 5.01540 1.50193
C 4.34543 4.08998 2.28101
O 4.75895 3.79960 3.42492
C 3.25080 3.13208 1.75372
C 2.46375 3.48320 0.69181
C 1.43721 2.61871 0.23377
N 1.32053 1.41767 0.84293
C 2.06548 1.06009 1.92221
C 3.02710 1.89636 2.40748
C 1.64366 -0.23789 2.45437
C 2.21058 -0.80969 3.63498
C 1.69386 -1.99562 4.13603
C 0.69972 -2.64869 3.46303
C 0.17109 -2.15280 2.16046
N 0.65950 -0.81992 1.80443
C 0.46148 2.83111 -0.76732
C 0.29529 4.01697 -1.51510
C -0.76885 4.15458 -2.35182
C -1.73056 3.09857 -2.47143
C -1.53902 1.95802 -1.76344
N -0.46365 1.77979 -0.95116
H 2.65396 4.43959 0.21934
H 3.61992 1.66973 3.28395
H 3.03372 -0.30581 4.11902
H 2.10744 -2.41970 5.04170
H 0.31030 -3.59920 3.80003
H -0.91767 -2.10581 2.18192
H 1.01862 4.81436 -1.39453
H -0.89527 5.06872 -2.91809
H -2.59421 3.18531 -3.11605
H -2.22508 1.12388 -1.83757
O -2.99549 -1.25191 0.68243
C -2.53845 -1.33873 -0.44374
O -1.28145 -1.15213 -0.76193
C -3.38002 -1.67094 -1.61990
C -4.72922 -1.93760 -1.41420
C -5.57163 -2.20352 -2.47707
C -5.05215 -2.19012 -3.76783
C -3.71011 -1.92416 -3.98521
C -2.85284 -1.66924 -2.90818
S -1.16359 -1.35446 -3.23437
H -5.09144 -1.92893 -0.39530
H -6.62016 -2.41297 -2.30724
H -5.69784 -2.38489 -4.61639
H -3.31118 -1.91480 -4.99379
O 3.01515 -2.36667 1.23496
Se 2.12482 -3.70082 0.93299
O 2.16911 -4.83246 2.08602
O 0.45044 -3.02310 1.07711
O 2.07075 -4.16162 -0.60949
N 1.66448 -0.91373 -1.09559
H 2.10803 -0.36206 -1.82086
H 1.23998 -1.73835 -1.51935
H 2.36998 -1.25824 -0.43707
```


3.
ORCA calculation (wB97M-V/def2-TZVPD) on C17H39LaO2P3 as an isolated structure at a distorted geometry.

The total energy comes out at -1876.160014 hartree. Its orbital gap (alpha / beta) is 3.73 / 2.19 eV. Its spin multiplicity is 1. The calculation puts the energy above the lowest of the compared OMol25 structures with the same formula, charge and spin at 3.310 eV. As for the highest occupied orbital energy (alpha / beta): -0.60185 / -0.58538 Eh. The total charge is +3.

```
62
C17H39LaO2P3 wB97M-V/def2-TZVPD
La -0.72799 0.88608 0.66073
P -2.06734 -1.87533 1.68378
P 1.12605 -0.64243 2.94004
P 1.31878 -1.30102 -0.23598
H -1.37925 6.11788 -4.27780
C -1.38431 5.21004 -4.89023
C -2.30794 4.26083 -4.71594
H -3.14113 4.37596 -4.01703
C -3.71143 -1.60349 2.46453
C -1.62480 -3.39371 2.64244
C -2.60922 -2.71941 0.15323
C 2.78753 0.13384 2.99043
C 0.62603 -0.22610 4.67603
C 1.60737 -2.37357 3.31063
C 0.76349 -1.12423 -1.98182
C 1.33521 -3.13915 -0.11859
C 3.12783 -1.06756 -0.45501
H -0.58258 5.09163 -5.62740
H -2.30468 3.37545 -5.34980
H -4.17919 -0.69748 2.05381
H -3.59901 -1.48833 3.55199
H -4.34909 -2.47705 2.25310
H -1.32615 -3.12742 3.66581
H -0.80256 -3.94537 2.16709
H -2.50492 -4.05573 2.69429
H -2.77149 -1.98624 -0.64467
H -3.55039 -3.23765 0.36334
H -1.86430 -3.44701 -0.18278
H 3.41118 -0.38981 3.72959
H 2.66995 1.18556 3.28253
H 3.25049 0.08997 1.99843
H 1.32013 -0.70297 5.38842
H -0.38981 -0.60507 4.86002
H 0.65883 0.86319 4.81979
H 2.67687 -2.41287 3.54761
H 1.41476 -3.01769 2.45362
H 1.02586 -2.75086 4.16051
H 1.39869 -1.77634 -2.58820
H 0.87883 -0.08265 -2.29286
H -0.28672 -1.41388 -2.08247
H 1.50405 -3.58800 -1.11004
H 0.37963 -3.50599 0.27711
H 2.14509 -3.46148 0.54969
H 3.48493 -1.60690 -1.34581
H 3.65560 -1.42908 0.43836
H 3.32385 0.00429 -0.57713
C -0.23563 2.74544 -2.19822
C 0.75165 3.68672 -2.56015
C 1.44428 3.45879 -3.75631
C 1.08726 2.42869 -4.64918
C -0.09804 1.72262 -4.41219
C -0.82174 1.96624 -3.23866
O -0.46051 2.45223 -0.91894
H 1.31692 0.89642 0.34102
H 1.04733 4.49630 -1.87316
H 2.29644 4.08285 -3.99501
H 1.63946 2.24712 -5.57988
H -0.43625 0.96415 -5.14771
H -1.82547 1.56126 -3.05664
O -1.29675 1.95431 2.90262
H -1.57096 1.51387 3.73087
H -1.26473 2.90014 3.12815
```


4.
ORCA calculation (wB97M-V/def2-TZVPD) on one molecule with the formula C5H15N3 at a distorted geometry.

The total energy comes out at -363.689041 hartree. Its orbital gap is 9.46 eV. Its spin multiplicity is 1. The calculation puts the energy above the lowest of the compared OMol25 structures with the same formula, charge and spin at 2.668 eV. As for the SMILES: CC[C@H](CN)NCN. As for the highest occupied orbital energy: -0.30848 Eh. The total charge is 0.

```
23
C5H15N3 wB97M-V/def2-TZVPD
C -0.85636 -2.51409 0.56090
C -0.35974 -1.26956 1.16092
C 0.15832 -0.13192 0.28562
C 1.63243 0.44236 0.72819
N 2.56094 0.14507 -0.39996
N -0.77510 0.97135 0.17488
C -0.71110 1.62196 -1.09880
N -1.98486 1.85148 -1.89530
H -1.72343 -2.81712 1.13837
H -0.24415 -3.28581 0.84119
H -1.00450 -2.31687 -0.53962
H -1.13725 -0.85757 1.79999
H 0.31725 -1.43260 2.01489
H 0.28915 -0.63384 -0.75376
H 1.98789 0.01230 1.69449
H 1.64770 1.53796 0.91267
H 3.39794 0.77462 -0.34389
H 3.00002 -0.80775 -0.49283
H -0.80378 1.53680 0.99158
H -0.13707 1.14074 -1.93575
H -0.29985 2.69410 -1.15451
H -2.66975 2.32650 -1.37109
H -2.28470 1.01187 -2.31816
```


5.
ORCA calculation (wB97M-V/def2-TZVPD) on a 2-piece molecular cluster, C4H5N3O overall at a distorted geometry.

The total energy comes out at -394.822762 hartree. Its orbital gap is 9.07 eV. Its spin multiplicity is 1. The calculation puts the energy above the lowest of the compared OMol25 structures with the same formula, charge and spin at 3.940 eV. As for the SMILES: N#[N+][O-].c1cc[nH]c1. As for the highest occupied orbital energy: -0.29653 Eh. The total charge is 0.

```
13
C4H5N3O wB97M-V/def2-TZVPD
N 0.08573 0.28096 2.59807
N 0.33797 -0.78634 2.82596
O 0.67225 -1.86414 2.99614
C -0.72879 -0.75131 -0.68881
C 0.14779 -0.52596 -1.73443
C 0.74420 0.70844 -1.46956
N 0.04609 1.28998 -0.49361
C -0.89150 0.44847 -0.04117
H -1.06059 -1.70090 -0.41957
H 0.42141 -1.28988 -2.39001
H 1.53545 1.34203 -2.02044
H 0.20768 2.14132 0.14474
H -1.51769 0.70733 0.69269
```


6.
ORCA calculation (wB97M-V/def2-TZVPD) on one molecule with the formula C4H4N4 at a distorted geometry.

The total energy comes out at -373.688453 hartree. Its orbital gap is 9.19 eV. Its spin multiplicity is 1. The calculation puts the energy above the lowest of the compared OMol25 structures with the same formula, charge and spin at 4.257 eV. As for the SMILES: c1cn2cnnc2[nH]1. As for the highest occupied orbital energy: -0.31686 Eh. The total charge is 0.

```
12
C4H4N4 wB97M-V/def2-TZVPD
C 1.33548 -0.28188 -0.99729
C 0.95897 -0.96459 0.10726
N -0.29109 -0.39738 0.48218
C -1.24362 -0.09848 1.45453
N -2.02135 0.71016 1.17994
N -1.50111 1.26894 -0.06183
C -0.51335 0.67381 -0.35114
N 0.45755 0.65552 -1.28855
H 2.01706 -0.69259 -1.79222
H 1.28865 -2.16588 0.22893
H -1.20095 -0.53827 2.54374
H 0.71377 1.83065 -1.50555
```


7.
ORCA calculation (wB97M-V/def2-TZVPD) on an isolated ion of composition C4H5N2 and charge +1 at a distorted geometry.

The total energy comes out at -264.494532 hartree. Its orbital gap (alpha / beta) is 7.59 / 7.59 eV. Its spin multiplicity is 1. The calculation puts the energy above the lowest of the compared OMol25 structures with the same formula, charge and spin at 3.289 eV. As for the highest occupied orbital energy (alpha / beta): -0.44050 / -0.44050 Eh. The total charge is +1.

```
11
C4H5N2 wB97M-V/def2-TZVPD
C -0.49797 0.87884 -0.75441
C -0.34347 -0.43956 -1.23597
C -0.09438 1.36929 0.39545
C 0.47123 -2.47818 -0.13561
N -0.05352 -1.54735 -0.62560
N 0.30547 1.57187 1.57650
H -0.93971 1.43946 -1.50265
H -0.80563 -0.81049 -2.11937
H 0.76548 -3.45838 0.12341
H 1.41347 1.69530 1.82728
H -0.22097 1.77919 2.45096
```


8.
ORCA calculation (wB97M-V/def2-TZVPD) on a 4-piece molecular cluster, C4H14IN4O4 overall at a distorted geometry.

The total energy comes out at -978.607354 hartree. Its orbital gap is 6.76 eV. Its spin multiplicity is 1. The calculation puts the energy above the lowest of the compared OMol25 structures with the same formula, charge and spin at 0.000 eV. As for the highest occupied orbital energy: -0.15184 Eh. The total charge is -1.

```
27
C4H14IN4O4 wB97M-V/def2-TZVPD
I 0.12920 -2.15622 1.83573
C 0.39386 3.69881 -2.58728
C -1.02766 3.13604 -2.15914
O -1.03604 1.74601 -2.12464
O 1.19956 4.03540 -1.41784
H 0.24124 4.67708 -3.04313
H 0.94569 3.18855 -3.37673
H -1.79699 3.36203 -2.89749
H -1.35142 3.68046 -1.27207
H -0.78046 1.43579 -1.25283
H 1.85339 3.34190 -1.30312
C 1.49569 -6.97684 -1.63753
O 1.80437 -7.91527 -2.21966
N 2.42114 -6.27033 -0.99366
N 0.27089 -6.58983 -1.46396
H 2.28236 -5.35718 -0.58502
H 3.37938 -6.58832 -1.02154
H 0.12433 -5.80976 -0.83936
H -0.40546 -7.26359 -1.79366
C -1.43705 3.25610 3.98792
O -1.73057 4.37117 4.38579
N -1.90701 2.12359 4.44199
N -0.54053 3.16003 3.03984
H -1.63232 1.38787 3.80689
H -2.67869 2.01366 5.08428
H 0.01650 2.33436 2.87226
H -0.23352 3.97846 2.53387
```